Here is a gas-phase ion, C2H9ClNSi (charge +1) in a non-equilibrium geometry from OMol25. Energies are from wB97M-V/def2-TZVPD.

The geometry in XYZ format:
```
14
Properties=species:S:1:pos:R:3:forces:R:3:mulliken_charge:R:1
C 0.420 0.218 -0.312 1.03 -1.53 1.23 -0.6154
C -0.681 -0.538 0.437 2.44 -2.03 2.17 -1.0450
N 0.011 1.639 -0.076 0.41 -0.28 -4.66 -0.2094
Si -0.355 -2.551 0.199 -0.20 2.87 2.15 0.5497
Cl -1.888 -3.380 1.151 -0.70 -0.69 0.20 -0.1678
H 1.425 0.100 0.180 -0.98 0.26 -0.12 0.3378
H 0.669 -0.116 -1.348 -1.05 0.92 0.41 0.4360
H -0.658 -0.297 1.596 -0.22 -0.20 -2.38 0.4215
H -1.604 -0.302 -0.032 -1.17 -0.02 -0.11 0.4670
H 0.653 2.276 -0.527 0.28 0.68 0.10 0.3390
H 0.033 1.689 0.875 -0.21 0.93 3.41 0.3272
H -0.927 1.808 -0.461 0.18 0.01 0.39 0.3314
H 0.908 -2.952 0.825 0.12 -0.04 -0.28 -0.0581
H -0.456 -2.303 -1.150 0.06 -0.87 -2.51 -0.1139
```
Positions in Å, forces in eV/Å.

Calculated values
frontier orbital gap: 0.3822 hartree
net charge: +1
E_HOMO: -0.517 Ha

Here is 2 unconnected molecules or ions with the total composition C2H9ClO3P in a non-equilibrium geometry from OMol25. Energies are from wB97M-V/def2-TZVPD.

The geometry in XYZ format:
```
16
Properties=species:S:1:pos:R:3:forces:R:3:mulliken_charge:R:1
Cl 2.631 1.188 -1.933 0.21 0.03 -0.12 -0.3759
C 2.095 0.174 -0.374 -0.24 0.10 0.17 0.0565
C 1.713 -1.223 -0.847 -0.49 0.10 -0.09 -0.5144
O 0.376 -1.189 -1.230 0.34 0.09 0.47 -0.4278
P -0.542 0.003 -0.239 -1.18 -0.43 -1.09 0.1206
O 1.065 0.757 0.216 0.28 0.08 0.03 -0.4582
H 3.020 0.212 0.205 0.00 0.06 -0.04 0.3203
H 1.825 -1.895 0.023 0.36 -0.05 -0.07 0.2661
H 2.348 -1.524 -1.682 0.06 -0.23 0.14 0.3439
H -1.762 -0.709 -0.563 0.08 0.14 -0.15 -0.0194
H -0.391 -0.824 0.943 0.18 0.07 -0.02 -0.0712
H -1.326 1.009 0.395 0.51 0.05 0.60 -0.1451
H -0.574 0.810 -1.434 0.11 -0.02 0.04 -0.0737
O -3.258 0.983 1.875 -0.25 0.01 0.12 -0.5962
H -3.204 1.749 2.454 0.06 -0.01 -0.01 0.2889
H -4.015 0.480 2.192 -0.01 -0.01 0.02 0.2855
```
Positions in Å, forces in eV/Å.

Calculated values
frontier orbital gap: 0.2590 hartree
net charge: -1
E_HOMO: -0.142 Ha

Here is 2 unconnected molecules or ions with the total composition C2H9ClOSi2 in a non-equilibrium geometry from OMol25. Energies are from wB97M-V/def2-TZVPD.

The geometry in XYZ format:
```
15
Properties=species:S:1:pos:R:3:forces:R:3:mulliken_charge:R:1
C -2.901 -0.809 1.444 0.60 0.19 -0.46 -0.9961
C 1.133 -1.355 0.425 -0.13 0.17 -0.46 -0.9604
O 0.327 1.168 -0.803 -0.09 -0.14 0.01 0.1230
Si 1.535 2.232 -1.106 -0.41 -0.31 0.12 0.2972
Si -0.156 -0.349 -0.536 -0.59 -0.29 1.80 0.2356
Cl -0.620 -1.189 -2.314 -0.07 -0.45 -0.76 -0.2558
H -2.889 0.123 1.966 0.04 0.36 0.15 0.3221
H -3.607 -0.945 0.653 -0.19 -0.05 -0.31 0.3194
H -2.509 -1.670 1.939 0.19 -0.36 0.15 0.3292
H 1.693 -0.714 1.102 -0.01 0.17 0.07 0.3025
H 0.669 -2.140 1.014 -0.18 -0.06 0.02 0.2976
H 1.838 -1.827 -0.258 0.10 -0.02 -0.12 0.3085
H 0.825 3.419 -1.563 0.21 0.44 -0.11 -0.1086
H 2.251 2.407 0.158 0.27 0.27 0.12 -0.1060
H 2.411 1.649 -2.122 0.26 0.08 -0.22 -0.1082
```
Positions in Å, forces in eV/Å.

Calculated values
frontier orbital gap (spin up / spin down): 0.3122 / 0.2813 hartree
E_HOMO (spin up / spin down): -0.318 / -0.271 Ha

Here is 2 unconnected molecules or ions with the total composition C2H9FN3P in a non-equilibrium geometry from OMol25. Energies are from wB97M-V/def2-TZVPD.

The geometry in XYZ format:
```
16
Properties=species:S:1:pos:R:3:forces:R:3:mulliken_charge:R:1
C 1.483 0.364 0.959 0.36 -0.67 0.80 -0.9320
C 0.680 1.199 -1.128 -1.08 0.78 -2.81 -0.8979
N -0.146 -2.311 0.854 1.17 0.59 -0.16 -0.6717
N -1.705 -0.921 -0.938 2.65 3.37 0.59 -0.7787
N 0.729 0.108 -0.260 -1.13 -1.83 2.67 0.0776
F -3.262 1.067 0.519 0.47 -1.00 -0.51 -0.4464
P -0.388 -1.120 -0.108 -0.35 0.47 -0.18 0.7669
H 1.313 -0.504 1.580 1.01 -0.49 0.15 0.2775
H 2.577 0.634 0.853 -1.39 -0.37 -0.17 0.2754
H 0.931 1.040 1.589 0.13 1.30 -0.09 0.3788
H 1.661 1.090 -1.579 0.24 1.47 -0.53 0.3716
H -0.062 0.984 -1.919 0.39 0.01 0.16 0.3340
H 0.353 2.210 -0.767 0.80 -0.97 0.37 0.2738
H 0.822 -2.363 1.221 -0.93 -0.19 -0.30 0.2820
H -2.887 0.307 0.058 -0.24 0.92 0.29 0.4511
H -2.100 -1.782 -0.935 -2.10 -3.38 -0.26 0.2380
```
Positions in Å, forces in eV/Å.

Calculated values
frontier orbital gap: 0.3859 hartree
E_HOMO: -0.370 Ha

Here is 2 unconnected molecules or ions with the total composition C2H9N2 in a non-equilibrium geometry from OMol25. Energies are from wB97M-V/def2-TZVPD.

The geometry in XYZ format:
```
13
Properties=species:S:1:pos:R:3:forces:R:3:mulliken_spin:R:1
N -1.530 -1.314 0.322 1.64 0.03 0.98 2.7847
H -0.454 -1.187 0.242 -0.53 0.15 0.75 -0.1500
H -1.960 -1.337 1.287 0.32 -0.01 -0.31 -0.6063
H -1.618 -2.187 -0.168 -0.89 -1.26 -0.64 -0.8039
H -1.866 -0.548 -0.231 -1.04 0.87 -0.73 -0.4013
C 0.146 1.630 0.406 -0.33 1.08 1.78 -0.0725
C 0.732 0.868 -0.489 2.03 -0.63 -0.85 0.2653
N 1.013 -0.579 -0.309 1.32 -0.10 -3.12 0.2298
H -0.133 1.268 1.401 -0.05 -0.38 -0.51 -0.0922
H 0.021 2.736 0.397 0.21 -1.02 -0.84 -0.0339
H 1.197 1.287 -1.412 -0.86 -0.27 0.71 0.0015
H 1.293 -0.949 -1.328 -1.06 0.80 2.78 -0.0774
H 1.873 -0.818 0.218 -0.76 0.74 -0.01 -0.0437
```
Positions in Å, forces in eV/Å.

Calculated values
frontier orbital gap (spin up / spin down): 0.1497 / 0.3980 hartree
E_HOMO (spin up / spin down): -0.119 / -0.376 Ha
spin multiplicity: 2

Here is 2 unconnected molecules or ions with the total composition C2H9N2 in a non-equilibrium geometry from OMol25. Energies are from wB97M-V/def2-TZVPD.

The geometry in XYZ format:
```
13
Properties=species:S:1:pos:R:3:forces:R:3:mulliken_charge:R:1
N -0.566 -0.606 -2.039 0.78 -2.43 -0.55 -0.8601
H 0.004 -1.038 -0.439 -0.78 1.30 0.25 0.4421
H -0.962 -1.367 -2.641 0.97 1.01 0.46 0.2694
H 0.152 -0.055 -2.508 -0.66 -0.11 -0.13 0.2679
H -1.354 -0.096 -1.752 -0.96 1.37 0.11 0.2777
C 1.058 1.206 1.468 0.68 -0.02 1.20 -0.7189
C -0.045 0.616 0.999 1.46 1.69 -0.88 -0.0822
N -0.095 -0.770 0.629 3.99 -0.62 1.14 -0.2238
H 1.775 0.863 2.306 -0.63 -0.23 -2.32 0.2749
H 1.215 2.207 1.081 -0.47 0.62 1.24 0.2383
H -0.955 1.199 0.834 0.42 -0.17 -1.03 0.3720
H 0.759 -1.232 1.113 -2.20 0.27 -0.45 0.4110
H -0.986 -0.926 0.950 -2.60 -2.67 0.97 0.3318
```
Positions in Å, forces in eV/Å.

Calculated values
frontier orbital gap: 0.3791 hartree
net charge: +1
E_HOMO: -0.524 Ha

Here is 2 unconnected molecules or ions with the total composition C2H9N2O in a non-equilibrium geometry from OMol25. Energies are from wB97M-V/def2-TZVPD.

The geometry in XYZ format:
```
14
Properties=species:S:1:pos:R:3:forces:R:3:mulliken_charge:R:1
C 1.310 -0.625 -2.045 -0.79 0.98 1.81 -0.6686
O 0.141 -0.205 -1.429 -0.22 0.13 -0.72 -0.8613
H 1.379 -1.727 -1.998 0.26 -0.06 -0.83 0.2002
H 2.198 -0.258 -1.469 0.18 -0.15 -0.15 0.1769
H 1.411 -0.140 -3.028 0.18 -0.68 -0.46 0.1806
N -0.065 -0.636 1.124 -0.95 -0.20 -0.08 -0.7534
C -0.710 0.526 1.653 -0.79 0.86 1.75 -0.2234
N -1.664 1.139 0.699 0.48 -0.98 -0.06 -0.8355
H 0.874 -0.689 1.491 0.19 -0.08 -0.42 0.2057
H -0.116 -0.523 0.030 1.29 -0.45 0.60 0.4196
H -0.005 1.301 1.998 0.13 0.15 -0.46 0.2504
H -1.280 0.348 2.634 0.28 -0.16 -1.11 0.2221
H -2.323 0.376 0.532 -0.22 0.27 0.06 0.2668
H -1.151 1.111 -0.193 -0.01 0.37 0.06 0.4198
```
Positions in Å, forces in eV/Å.

Calculated values
frontier orbital gap: 0.2731 hartree
net charge: -1
E_HOMO: -0.103 Ha

Here is 2 unconnected molecules or ions with the total composition C2H9N2O in a non-equilibrium geometry from OMol25. Energies are from wB97M-V/def2-TZVPD.

The geometry in XYZ format:
```
14
Properties=species:S:1:pos:R:3:forces:R:3:mulliken_spin:R:1
C 1.240 0.926 0.496 -0.79 -0.02 -0.56 0.5230
C 0.711 -0.310 0.127 -0.56 0.15 -0.61 0.3638
N -0.237 -0.245 -1.000 -0.96 3.02 0.78 0.1526
N 2.325 1.028 1.370 -0.94 3.16 -2.40 0.0049
H 0.736 1.800 0.099 0.11 0.45 0.30 0.0288
H 0.729 -1.279 0.543 0.28 -0.75 0.59 -0.0179
H -0.189 0.716 -1.429 0.28 -0.62 0.70 -0.0615
H -1.239 -0.362 -0.808 0.20 -0.54 -0.01 -0.0322
H 0.052 -0.784 -1.752 0.43 -2.02 -1.93 -0.0250
H 3.155 0.833 0.916 2.18 -0.69 -0.59 0.0290
H 2.186 0.559 2.166 -0.22 -2.19 3.69 0.0115
H -3.756 -1.284 -1.267 0.62 0.04 0.31 -0.0070
H -3.565 -0.615 0.101 0.99 -0.80 -1.01 -0.0019
O -3.054 -1.095 -0.612 -1.62 0.81 0.73 0.0317
```
Positions in Å, forces in eV/Å.

Calculated values
frontier orbital gap (spin up / spin down): 0.1302 / 0.2747 hartree
E_HOMO (spin up / spin down): -0.123 / -0.270 Ha
spin multiplicity: 2